Entry from the Open Molecules 2025 dataset: the molecule C5H8N2 in a non-equilibrium geometry (the ωB97M-V functional and the def2-TZVPD basis).

```
! wB97M-V def2-TZVPD RIJCOSX def2/J DEFGRID3
* xyz 0 1
N 0.8034 1.6087 0.0285
N -1.2524 -2.3082 -1.5190
C -0.7597 1.2028 -0.1903
C 0.2905 0.2713 0.1723
C 0.1751 -0.4669 1.4931
C 0.7029 -0.6317 -1.0090
C -0.3719 -1.5875 -1.3080
H -1.1310 1.2483 -1.1996
H 0.8874 -0.0111 -1.8934
H -0.1036 0.2279 2.2901
H 1.6218 -1.1861 -0.7919
H -0.6005 -1.2373 1.3964
H -1.4528 1.4435 0.6208
H 0.0803 2.3880 0.1371
H 1.1106 -0.9618 1.7729
*
```

## Properties
SMILES	C[C@@]1(CC#N)CN1
frontier orbital gap	10.1	eV
relative energy (zero: lowest compared OMol25 entry of this formula, charge and spin)	79.8	kcal per mole
highest occupied orbital energy	-0.3403	hartree
LUMO energy	0.863	eV